1.
{
  "formula": "C7H18F3InN4OPS",
  "method": "ωB97M-V/def2-TZVPD",
  "symbols": ["H", "H", "H", "C", "H", "C", "H", "H", "N", "C", "N", "P", "H", "H", "H", "O", "F", "H", "H", "H", "H", "H", "H", "N", "C", "C", "H", "In", "S", "H", "F", "C", "N", "F", "C", "H"],
  "coordinates": [[4.4415, -0.0038, -1.7670], [-2.3226, 3.6603, 1.8643], [-3.6947, 2.9970, 0.9422], [2.4380, 0.1737, -1.4740], [1.5822, -1.7736, -1.1373], [-0.7847, -1.3432, 2.1009], [2.7102, 1.2043, 0.2706], [-1.6509, -0.8633, 2.5614], [2.9153, 1.3390, -0.7132], [-2.7013, 2.7791, 1.3398], [3.6054, -0.4234, -2.1514], [-1.8666, -0.8692, -1.6001], [-1.6616, -0.0112, -2.6975], [-3.1783, -0.4470, -1.3005], [1.1640, -0.0786, -3.0592], [-1.2280, -2.7253, 1.8612], [-0.8726, -4.8602, 1.7947], [2.4599, -1.1338, 0.2376], [3.6408, -1.4191, -1.9736], [-2.9634, 2.7753, -1.1346], [0.3747, 2.4601, 0.1598], [-2.7831, 1.9784, 2.0799], [2.4348, 2.1774, -1.0110], [-2.0151, 2.4272, -0.9947], [-1.7336, 2.3858, 0.2492], [-0.4052, 1.9111, 0.6908], [0.0037, -1.3702, 2.8582], [-0.1804, -0.2732, 0.2532], [-1.8238, -2.7869, -2.1840], [-0.2546, 2.0630, 1.7630], [-0.1621, -3.7617, 3.5351], [-0.3914, -3.6741, 2.1849], [1.5474, 0.6966, -2.5255], [0.8418, -3.5221, 1.6409], [1.7633, -0.8564, -0.5644], [0.7509, 1.1679, -2.0996]],
  "atomic_forces_ev_per_a": [[-0.04, 0.03, -0.05], [-0.02, -0.02, -0.01], [0.04, -0.01, 0.02], [0.02, 0.14, -0.20], [-0.03, 0.04, 0.00], [-0.03, 0.08, 0.04], [0.00, 0.05, -0.06], [0.03, -0.05, 0.01], [-0.04, -0.15, 0.24], [-0.10, -0.04, 0.01], [-0.06, -0.12, -0.02], [0.12, -0.33, -0.05], [-0.02, 0.11, -0.01], [-0.07, 0.06, 0.03], [0.14, 0.02, -0.04], [-0.33, 0.09, -0.06], [0.09, 0.15, 0.09], [-0.04, 0.01, -0.02], [0.02, 0.04, 0.02], [0.03, -0.03, -0.02], [0.00, -0.18, -0.08], [0.00, 0.01, -0.03], [0.04, -0.01, -0.12], [-0.14, 0.16, -0.19], [0.16, -0.12, 0.15], [0.04, 0.17, 0.18], [-0.02, 0.07, -0.03], [0.09, -0.03, 0.06], [0.00, 0.14, 0.03], [-0.03, 0.04, -0.02], [-0.07, -0.04, -0.13], [0.31, -0.15, 0.09], [-0.05, 0.05, 0.12], [-0.06, -0.09, -0.02], [0.03, -0.02, 0.09], [-0.01, -0.09, 0.00]],
  "lowdin_charge": [0.049, 0.078, 0.068, -0.759, 0.041, -0.211, 0.054, 0.044, 0.067, -0.056, 0.054, 0.115, -0.115, -0.115, 0.067, -0.046, 0.157, 0.043, 0.050, 0.037, 0.030, 0.075, 0.055, 0.088, -0.577, -0.235, 0.052, 0.662, -0.137, 0.037, 0.104, -0.753, 0.061, 0.128, -0.239, 0.031],
  "gap_ev": 6.89,
  "multiplicity": 1,
  "lumo_ha": 0.0955,
  "fmax_ev_per_a": 0.4,
  "total_charge": -1,
  "energy_ha": -1801.116238
}

---

2.
{
  "formula": "C30H45N4O6SSb2Ti",
  "method": "ωB97M-V/def2-TZVPD",
  "symbols": ["H", "H", "C", "H", "H", "H", "H", "N", "O", "C", "O", "Sb", "C", "H", "C", "H", "C", "H", "H", "H", "S", "C", "H", "C", "C", "H", "H", "C", "H", "H", "H", "C", "C", "H", "C", "H", "H", "Sb", "H", "N", "C", "H", "H", "H", "C", "H", "O", "H", "C", "N", "C", "C", "C", "H", "C", "H", "C", "H", "C", "H", "C", "H", "O", "H", "C", "H", "H", "H", "H", "H", "H", "C", "C", "O", "C", "H", "H", "C", "N", "H", "O", "H", "H", "H", "H", "Ti", "C", "C", "C"],
  "coordinates": [[-11.7897, -11.7552, -0.7887], [-7.8655, -12.3327, -1.8504], [-10.4296, -12.9649, -8.7230], [-12.6315, -10.5838, -8.4701], [-14.9784, -10.5140, -9.0052], [-9.8088, -16.7637, -5.0036], [-7.0698, -13.2549, -7.3513], [-12.8452, -11.4940, -6.5873], [-11.2245, -10.9053, -2.5264], [-8.5667, -10.5048, -7.5538], [-9.1778, -10.3617, -4.3062], [-9.5648, -12.2872, -6.9414], [-8.4225, -10.7235, -3.1218], [-19.2786, -9.3887, -1.2426], [-15.6177, -11.0210, -1.8854], [-9.7138, -13.3747, -0.9163], [-15.5864, -11.9693, -2.9000], [-11.0301, -8.9960, -1.8416], [-12.5639, -9.7486, -1.4528], [-12.4934, -7.9972, -3.4784], [-14.1902, -12.9684, -3.2990], [-17.8769, -11.3998, -3.4579], [-8.9221, -15.2227, -4.7195], [-11.9594, -16.0251, -3.2478], [-16.7550, -10.2748, -1.6241], [-11.5164, -12.7596, -8.7908], [-7.4184, -10.2381, -3.1916], [-10.8483, -11.5819, -1.3527], [-10.1038, -10.9945, -0.7747], [-10.3404, -14.0693, -8.7170], [-7.9434, -10.8463, -8.3750], [-8.2720, -12.2112, -2.8706], [-10.3157, -12.9344, -1.7455], [-10.6138, -8.8474, -6.2125], [-16.7318, -12.1574, -3.6884], [-11.9927, -17.0350, -3.5573], [-14.7729, -10.8885, -1.2290], [-11.5000, -14.7686, -4.8917], [-11.1697, -13.5761, -1.9958], [-19.1335, -9.9197, -2.0777], [-9.1474, -15.8842, -6.7040], [-7.3404, -14.5893, -9.1882], [-8.5351, -8.4112, -4.6967], [-16.6791, -12.8917, -4.4866], [-9.6061, -16.9967, -7.3999], [-11.1661, -15.8262, -2.5488], [-9.4892, -12.9151, -2.9315], [-12.9006, -15.7875, -2.7964], [-10.7028, -8.6434, -5.1413], [-13.4517, -12.1979, -4.5197], [-11.8196, -9.6476, -2.2169], [-7.9261, -13.6308, -6.8253], [-17.9356, -10.4946, -2.3888], [-13.7994, -15.5135, -5.8549], [-13.8487, -11.9562, -5.7567], [-11.0512, -7.6100, -5.0613], [-9.6427, -15.7609, -5.3205], [-7.8867, -10.1760, -6.7411], [-9.4324, -8.9181, -4.3261], [-10.2649, -17.7492, -6.9626], [-15.5497, -11.6771, -7.2571], [-7.6323, -12.6800, -3.6389], [-14.5662, -14.2977, -3.6357], [-8.0802, -16.5740, -10.4182], [-12.8043, -15.6085, -6.2511], [-9.2629, -9.7211, -7.8516], [-18.7964, -11.6595, -4.0157], [-7.6708, -13.6935, -5.7825], [-16.7146, -9.5926, -0.7752], [-9.6097, -8.5883, -3.2476], [-16.5681, -11.8028, -7.5611], [-14.6730, -11.0528, -8.1319], [-8.4470, -16.3700, -9.3948], [-13.2236, -12.8695, -2.2314], [-9.2601, -17.2600, -8.7173], [-9.9198, -12.6241, -9.6393], [-9.6233, -18.1812, -9.1460], [-8.3305, -14.9689, -7.3526], [-15.1223, -12.1512, -6.0845], [-19.8886, -10.0747, -2.7174], [-11.8102, -9.4840, -4.7011], [-12.8984, -15.1257, -7.2302], [-8.9682, -10.3022, -2.2412], [-12.5890, -16.7146, -6.3854], [-13.4735, -9.4553, -3.5382], [-11.3395, -11.6945, -4.7599], [-7.9965, -15.2657, -8.6865], [-12.4769, -9.0970, -3.5022], [-13.3261, -11.0327, -7.7471]],
  "atomic_forces_ev_per_a": [[0.77, 0.11, 0.20], [0.38, 0.09, -0.46], [-0.59, -0.81, -1.02], [0.06, -0.25, 0.50], [-0.15, -0.17, -0.42], [0.08, -0.67, 0.89], [0.39, 0.27, -0.35], [-1.50, -0.05, 0.20], [-0.43, 0.55, -0.32], [0.72, -0.35, 0.32], [-0.07, 0.33, 0.30], [-0.56, 0.64, 0.56], [-0.07, 1.26, 0.49], [-0.01, 0.09, -0.01], [0.01, 0.01, 0.12], [-0.51, 0.23, -0.36], [-0.65, -0.36, -0.61], [0.01, 0.19, 0.12], [-0.55, -0.17, 0.49], [-0.14, -0.22, 0.20], [0.44, 1.32, 0.44], [0.01, -0.96, -0.22], [0.18, -0.16, 0.55], [0.16, 0.93, -0.02], [-0.31, -0.30, -0.29], [0.70, 0.13, 0.12], [-0.59, -0.40, 0.16], [-0.51, -0.40, 0.69], [-0.50, -0.11, -0.18], [-0.02, 0.49, 0.03], [0.05, 0.42, -0.34], [-0.08, -0.20, -0.31], [0.87, -0.73, -0.08], [0.24, -0.21, 0.26], [-0.07, 0.37, 0.20], [0.26, -1.16, -0.32], [0.27, -0.05, 0.00], [0.39, 1.00, 0.45], [0.44, 0.13, 0.09], [0.35, 0.01, -0.32], [-0.85, -0.02, -0.05], [0.37, 0.48, -0.33], [-0.28, 0.09, -0.13], [-0.28, 0.14, 0.27], [-0.04, -0.78, -0.99], [0.35, -0.32, 0.47], [-0.95, 0.06, -0.06], [-0.45, 0.36, 0.14], [-0.56, -0.38, 0.21], [1.42, 0.16, 0.94], [0.63, 0.15, -1.27], [-0.11, -0.70, 0.33], [0.51, -0.01, 0.54], [-0.45, -0.08, 0.57], [-0.61, -0.10, -0.58], [0.39, 0.08, 0.19], [0.21, 0.65, -0.16], [-0.56, -0.06, -0.43], [-0.42, -0.67, 1.24], [0.21, 0.41, 0.41], [1.30, -0.04, 0.08], [-0.05, 0.18, 0.48], [-0.79, -0.65, -0.74], [-0.39, 0.25, 0.71], [-0.44, -1.67, -1.38], [0.17, -0.07, -0.05], [0.61, 0.38, 0.30], [0.19, 0.04, 0.57], [-0.32, -0.07, -0.27], [0.31, -0.29, -1.38], [-0.62, -0.19, 0.30], [0.89, 0.12, 0.89], [0.64, -0.13, -0.14], [-0.22, 0.29, 0.45], [-0.19, -0.04, 0.35], [-0.19, 0.03, 0.41], [0.00, 0.01, -0.31], [0.04, -0.32, -1.42], [-0.88, 0.16, -1.10], [-0.25, 0.13, 0.22], [0.74, -0.11, -0.14], [0.57, -0.10, 0.08], [0.63, -0.02, -0.72], [-0.24, 1.30, 0.03], [-0.95, -0.48, -0.40], [0.13, -0.32, 0.03], [0.05, -0.01, 0.05], [1.19, 0.87, 0.63], [0.08, 0.46, -0.59]],
  "lowdin_charge": [0.139, 0.147, -0.287, 0.119, 0.097, 0.054, 0.066, 0.046, -0.243, -0.298, -0.256, 1.381, -0.153, 0.102, -0.080, 0.152, -0.288, 0.123, 0.123, 0.144, 0.592, -0.022, 0.052, -0.264, -0.021, -0.001, 0.153, -0.190, 0.142, 0.011, 0.004, -0.163, -0.147, 0.118, -0.069, 0.007, 0.100, 1.392, 0.084, 0.120, -0.293, 0.105, 0.139, 0.099, -0.055, 0.004, -0.220, -0.004, -0.104, -0.206, -0.129, -0.292, -0.310, -0.008, -0.496, 0.138, -0.305, 0.016, -0.120, 0.116, -0.086, 0.131, -0.286, 0.118, -0.317, 0.002, 0.123, 0.036, 0.111, 0.135, 0.112, -0.046, -0.077, -0.321, -0.079, 0.032, 0.105, -0.303, 0.142, 0.097, -0.240, 0.012, 0.110, 0.041, 0.113, 0.587, -0.070, -0.112, -0.130],
  "gap_ev": [7.29, 7.98],
  "s_squared": 2.00,
  "multiplicity": 3,
  "lumo_ha": [-0.0712, -0.0715],
  "fmax_ev_per_a": 2.2,
  "total_charge": 1,
  "relative_energy_kj_mol": 0.0,
  "energy_ha": -3568.513475
}

---

3.
{
  "formula": "C41H45N3OP2PdS",
  "method": "ωB97M-V/def2-TZVPD",
  "symbols": ["C", "H", "N", "C", "P", "C", "C", "C", "H", "H", "H", "H", "H", "P", "C", "H", "H", "C", "H", "H", "C", "H", "C", "C", "H", "C", "C", "C", "N", "C", "H", "H", "H", "H", "H", "S", "H", "H", "H", "C", "H", "C", "C", "H", "H", "C", "C", "H", "C", "C", "C", "C", "H", "H", "H", "H", "H", "O", "H", "H", "C", "C", "H", "C", "N", "C", "C", "C", "C", "C", "C", "C", "H", "H", "H", "C", "Pd", "C", "H", "C", "H", "C", "H", "C", "H", "C", "H", "C", "H", "H", "C", "H", "H", "H"],
  "coordinates": [[4.4765, 0.2286, 3.1222], [1.8483, -5.2153, 1.0863], [-3.6717, -1.8097, -1.6858], [1.8673, -0.2504, 2.2348], [1.1506, 1.7897, -1.7310], [-0.9064, -2.6462, 0.2902], [2.4844, 2.9678, -1.3033], [-4.0876, 1.7613, -0.2543], [-3.8924, 0.8424, 0.3067], [-3.5635, 3.9584, -1.7481], [-4.1857, -1.1140, -1.1729], [1.9506, -3.0872, -2.3048], [-4.6117, -3.6895, -1.4670], [0.1819, -0.4741, 1.5510], [2.4134, -2.1064, -2.3120], [-0.7282, -2.9455, 5.7153], [-5.2328, -2.7021, -2.8020], [-2.6340, -1.4042, -2.4717], [-1.6530, -1.8969, 0.0476], [4.3874, -2.8702, -2.6875], [-1.9299, -0.0143, 3.4944], [1.7679, 2.2144, -4.0694], [-2.6512, -0.3915, 4.6317], [-1.0442, -3.9562, -0.1394], [5.4228, -0.6290, -2.7317], [3.7781, -1.9880, -2.5322], [1.0683, -4.4955, 0.8699], [-0.7812, -0.7366, 3.1246], [-1.7585, 1.7706, 1.8468], [4.3598, -0.7293, -2.5465], [-3.5470, 0.1587, 4.8851], [-3.6599, -3.8174, -4.1551], [3.5613, 0.9115, 4.9377], [-2.7941, -1.7105, 6.3104], [0.1653, 1.4586, -3.9048], [-1.8814, 0.0711, -2.4127], [-2.3989, 4.7578, -0.6811], [-4.7040, 2.9608, 1.9535], [-0.5125, -1.6538, -3.9097], [3.5879, 0.4035, -2.3241], [2.5923, 2.1175, 0.6606], [3.3966, 0.5115, 3.9446], [3.0325, 2.8325, -0.0272], [4.0621, 1.3776, -2.3349], [-0.5809, -3.4251, -3.8132], [0.8387, 2.2120, -3.4987], [-3.7188, 2.9397, 2.4153], [0.5908, -1.0714, -1.8750], [-0.3789, -1.7889, 3.9499], [-1.0785, -2.1324, 5.0918], [-1.1334, -2.5258, -4.1005], [4.6663, 4.5214, -0.5196], [4.5087, 5.4330, -2.4542], [-3.6402, 3.7742, 3.1141], [0.3438, 3.1826, -3.5692], [-4.1863, 1.5067, -1.3080], [-5.0395, 2.1858, 0.0776], [-3.5836, 1.7119, 3.1492], [-0.1612, -5.9106, -0.1779], [2.7960, -0.8699, 0.3978], [-0.0535, -4.8847, 0.1538], [-3.2528, -3.5351, -3.1824], [-1.9281, 3.8070, 1.4938], [1.6479, -0.9743, -2.0724], [-2.3385, -2.4140, -3.3213], [-2.2318, -1.4377, 5.4267], [2.9622, -0.5019, 1.4040], [4.1212, 3.5947, 0.3605], [2.1013, 0.2745, 3.5060], [-4.3335, -2.9799, -2.2452], [-3.2652, 4.0942, -0.7072], [-2.3885, 1.1724, 2.7639], [-2.7379, -4.4047, -2.7592], [4.5442, 3.4707, 1.3498], [5.5263, 5.1118, -0.2289], [4.2550, -0.2760, 1.8479], [-0.4784, 0.8560, -0.2579], [2.2227, 0.2973, -2.0578], [5.0925, -0.4918, 1.1958], [4.0973, 4.7000, -1.7713], [-1.9150, -4.2566, -0.7111], [-2.9359, 2.7467, -0.0729], [-4.0872, 4.5879, -0.1792], [3.0070, 3.9310, -2.1605], [2.0877, -2.8890, 1.8519], [0.2074, -2.2472, 1.0308], [1.2668, 0.5090, 4.1532], [1.1984, -3.1839, 1.3081], [-1.3585, -2.5787, -5.1686], [0.5120, -2.3446, 3.6944], [-2.5504, 2.9132, 1.4043], [2.5690, 4.0977, -3.1362], [5.4867, 0.4030, 3.4709], [-2.0187, 2.3293, -0.5672]],
  "atomic_forces_ev_per_a": [[0.02, 0.01, 0.04], [0.00, 0.01, 0.01], [-0.05, 0.00, -0.04], [-0.01, 0.09, 0.10], [-0.15, -0.84, 0.05], [0.03, 0.04, 0.01], [-0.17, 0.09, 0.19], [0.12, 0.02, -0.01], [-0.04, -0.03, -0.03], [-0.01, 0.06, 0.00], [0.04, 0.11, -0.04], [-0.04, 0.03, 0.04], [-0.01, 0.00, -0.01], [-0.10, -0.17, -0.50], [0.03, -0.02, 0.02], [0.00, 0.00, -0.01], [0.02, 0.02, 0.01], [-0.06, -0.37, -0.11], [-0.03, -0.07, -0.02], [-0.02, 0.01, -0.02], [0.12, -0.30, 0.17], [-0.03, 0.03, -0.05], [-0.06, 0.12, -0.06], [0.07, 0.04, 0.03], [-0.01, 0.02, 0.01], [0.04, -0.02, 0.01], [0.03, -0.02, -0.03], [-0.09, 0.07, 0.02], [0.12, 0.15, 0.07], [0.07, 0.00, -0.02], [0.04, 0.02, 0.01], [0.01, -0.06, 0.02], [-0.01, 0.02, -0.02], [-0.02, 0.02, -0.01], [0.00, -0.04, 0.01], [0.21, 0.28, 0.16], [-0.02, 0.02, -0.01], [0.01, -0.02, 0.04], [-0.02, 0.01, -0.03], [-0.02, 0.00, 0.07], [0.03, -0.01, 0.00], [0.04, 0.03, 0.04], [-0.05, 0.04, 0.04], [0.02, -0.03, 0.00], [-0.02, 0.00, 0.03], [-0.08, 0.12, 0.21], [0.13, 0.28, -0.13], [-0.12, 0.01, 0.10], [-0.08, 0.13, -0.01], [-0.01, -0.02, 0.03], [0.06, 0.02, -0.10], [0.02, 0.04, -0.04], [-0.02, 0.02, 0.01], [0.01, -0.07, 0.05], [0.02, 0.01, -0.04], [0.00, -0.06, -0.05], [0.03, -0.03, -0.01], [-0.07, -0.22, 0.13], [0.05, 0.01, 0.00], [0.02, -0.02, -0.02], [-0.05, -0.11, -0.05], [0.03, -0.02, -0.02], [-0.03, 0.01, 0.01], [0.03, 0.03, -0.02], [-0.18, 0.06, 0.12], [0.04, -0.11, 0.06], [-0.05, 0.00, -0.02], [0.02, 0.01, 0.01], [-0.03, -0.01, -0.14], [0.00, -0.08, 0.05], [0.06, -0.11, 0.03], [-0.08, 0.36, -0.17], [0.00, 0.04, -0.02], [-0.01, -0.03, 0.00], [-0.02, 0.00, 0.02], [0.02, -0.02, -0.03], [0.80, 0.05, -0.15], [0.10, 0.14, -0.14], [-0.02, 0.02, -0.03], [0.02, 0.01, 0.02], [-0.01, 0.03, 0.07], [0.08, -0.02, -0.01], [-0.03, 0.00, -0.03], [-0.03, 0.01, 0.01], [-0.03, -0.03, 0.04], [0.04, -0.01, 0.00], [-0.02, -0.03, 0.05], [0.00, 0.03, -0.06], [-0.01, 0.00, 0.02], [0.02, -0.05, -0.02], [-0.12, 0.07, -0.06], [0.04, -0.08, -0.02], [-0.01, 0.01, 0.00], [-0.61, 0.32, 0.18]],
  "lowdin_charge": [-0.096, 0.102, 0.022, -0.362, 0.913, -0.110, -0.391, -0.099, 0.074, 0.079, 0.118, 0.099, 0.114, 1.020, -0.090, 0.106, 0.118, -0.800, 0.064, 0.098, -0.124, 0.041, -0.018, -0.081, 0.100, -0.096, -0.083, -0.259, 0.105, -0.089, 0.114, 0.123, 0.101, 0.104, 0.000, 0.714, 0.079, 0.111, 0.046, -0.086, 0.085, -0.086, -0.102, 0.101, 0.092, -0.276, -0.086, 0.032, -0.088, -0.066, -0.048, -0.095, 0.100, 0.125, 0.041, 0.047, 0.074, -0.012, 0.099, 0.092, -0.094, -0.127, 0.145, -0.144, -0.157, -0.073, -0.123, -0.078, -0.086, -0.135, -0.065, -0.336, 0.108, 0.101, 0.099, -0.080, 0.004, -0.350, 0.105, -0.091, 0.082, -0.413, 0.081, -0.102, 0.101, -0.352, 0.103, -0.096, 0.093, 0.101, -0.274, 0.090, 0.099, 0.052],
  "gap_ev": 6.75,
  "multiplicity": 1,
  "lumo_ha": 0.0189,
  "fmax_ev_per_a": 0.9,
  "relative_energy_kj_mol": 11.0,
  "energy_ha": -3037.687801
}